35
Properties=species:S:1:pos:R:3:lowdin_charge:R:1 method="wB97M-V/def2-TZVPD" de_lowest_kcal_mol=0.0 smiles="C[C@@H](N)C(N)=O.O.O.O.O.O.O.O" orbital_gap_ev=10.093
H 0.320 0.465 2.777 0.01
H 1.811 -2.285 -2.164 0.05
C -1.126 -0.757 -0.527 -0.45
H -1.447 -1.348 -3.098 0.08
H -1.907 0.400 -3.163 0.08
H -0.811 2.819 0.005 0.04
O 3.041 0.245 1.370 -0.07
H -2.419 -0.424 1.004 0.11
O 0.921 -0.312 2.925 -0.07
O 2.607 0.212 -1.402 -0.10
H -0.417 -0.173 -3.847 0.09
H 2.262 0.344 1.947 0.01
H 3.175 -0.649 1.009 0.05
H 2.737 0.503 -0.473 0.02
N -0.120 1.348 -1.397 0.05
H 0.650 -0.897 3.617 0.04
O 2.312 -2.510 -1.358 -0.07
C -1.101 -0.320 -2.991 -0.05
O -1.502 2.826 0.688 -0.07
O -0.950 1.581 3.008 -0.06
O -0.935 -1.949 -0.266 0.01
H 1.512 -2.794 -0.853 0.07
H -1.173 -1.663 2.637 0.00
H -2.062 3.590 0.535 0.07
N -1.897 0.026 0.263 0.19
C -0.336 -0.149 -1.690 -0.31
H -2.032 1.001 0.041 0.07
H -0.575 2.338 2.508 0.06
H -1.299 -2.470 1.328 0.01
O -1.752 -2.296 2.199 -0.09
H 0.895 1.393 -1.302 0.05
H 2.822 -0.706 -1.632 0.01
H -0.355 1.823 -2.263 0.07
H 0.664 -0.563 -1.697 0.08
H -1.514 1.348 2.262 0.01

---

39
Properties=species:S:1:pos:R:3:lowdin_charge:R:1 method="wB97M-V/def2-TZVPD" de_lowest_kcal_mol=62.0 smiles="NC(N)=O.NC(N)=O.NC(N)=O.O.O.O.O.O" orbital_gap_ev=9.830
H -1.084 4.073 2.151 0.12
C 0.807 -1.578 -2.417 -0.75
O 5.046 -4.131 -4.967 -0.05
H 4.263 -4.015 -4.428 0.02
H 0.047 -0.995 4.119 0.10
O -3.247 2.862 1.783 0.06
O -3.551 2.089 -2.148 -0.06
H -0.325 -0.478 -1.023 0.10
H -3.374 2.998 -2.390 0.02
H 1.728 1.662 4.737 0.12
H -3.990 5.601 3.080 0.10
N -1.921 4.503 2.518 0.16
O 1.514 -4.690 1.776 -0.06
O 3.048 -0.295 4.661 0.01
H -1.884 5.321 3.108 0.11
C 1.817 -0.242 4.548 -0.76
H 0.222 -1.935 -0.480 0.11
H 1.606 -5.237 2.556 0.03
H 0.125 0.840 4.494 0.11
H -0.884 4.670 -4.124 0.03
H 2.301 -6.305 -3.712 0.02
O 1.836 -6.986 -4.198 -0.05
C -3.058 3.925 2.280 -0.81
O 1.588 -2.500 -2.709 0.00
N 0.462 -0.636 -3.217 0.15
H 2.151 -5.046 1.156 0.03
H 0.478 -0.878 -4.197 0.13
N 0.262 -1.271 -1.240 0.14
H 1.401 -2.051 3.814 0.11
N -4.062 4.648 2.753 0.15
N 1.010 -1.249 4.287 0.15
H 5.763 -3.810 -4.421 0.03
H 0.985 -7.052 -3.765 0.03
H -0.076 0.122 -2.820 0.11
H -4.966 4.197 2.762 0.12
N 1.132 0.867 4.556 0.15
H -3.728 2.121 -1.208 0.02
H -1.671 5.853 -3.602 0.03
O -1.772 5.025 -4.072 -0.05

---

34
Properties=species:S:1:pos:R:3:lowdin_charge:R:1 method="wB97M-V/def2-TZVPD" de_lowest_kcal_mol=0.0 smiles=CC(C)N.O.O.O.O.O.O.O orbital_gap_ev=9.619
O -0.575 1.154 3.475 -0.05
H 0.348 -3.189 0.241 0.04
O 0.992 -1.493 2.749 -0.06
O 1.502 -3.745 -1.650 -0.04
H -1.269 2.640 0.110 0.07
H -2.992 -0.834 1.719 0.04
H 2.360 -3.321 -1.641 0.06
C -0.440 2.520 -0.594 -0.06
H -2.899 2.462 -1.399 0.07
H 1.248 0.322 2.245 -0.03
H -0.304 0.088 -1.555 0.07
H -0.678 0.230 -3.073 0.07
H 0.997 -2.166 2.051 0.01
H 1.914 1.333 -1.585 -0.02
H -0.659 2.686 -2.757 0.12
H 0.046 3.491 -0.644 0.08
N -0.180 0.726 -2.342 0.01
C -0.864 1.985 -1.946 -0.48
O 2.854 1.300 -1.358 -0.08
H -2.675 0.765 -1.653 0.07
O -2.685 -1.735 1.566 -0.05
H -2.737 1.708 -3.078 0.07
H -0.297 1.531 4.319 0.05
H 0.784 -1.850 3.615 0.06
H 1.186 -4.011 -2.514 0.06
H 1.672 -3.935 0.427 0.03
H 2.915 1.912 -0.617 0.02
H 0.167 1.778 -0.068 0.05
C -2.387 1.750 -2.047 -0.09
O 1.791 0.802 1.604 -0.08
H 2.441 0.192 1.249 0.03
O 0.869 -3.684 0.880 -0.05
H -2.269 -1.688 0.699 0.02
H -0.176 0.276 3.569 0.00

---

36
Properties=species:S:1:pos:R:3:lowdin_charge:R:1 method="wB97M-V/def2-TZVPD" de_lowest_kcal_mol=0.0 total_charge=+1 orbital_gap_ev=10.902
H -1.142 0.970 -0.229 0.14
C -0.009 1.286 -0.455 -0.14
C 0.530 1.702 0.876 -0.18
H 0.256 3.618 -2.234 0.08
H 1.536 3.965 -1.661 0.01
N 0.874 0.212 -1.185 0.14
H 0.173 2.048 -1.251 0.08
O -2.545 -0.596 -1.104 -0.03
O 3.838 -0.708 1.459 -0.03
H 1.990 -1.126 1.598 0.05
H -3.093 -0.239 -1.840 0.11
H 1.346 1.023 1.144 0.10
C -0.477 1.538 2.012 -0.19
H -2.300 -1.448 -1.334 -0.02
H -1.765 0.099 1.916 0.05
H 0.036 1.636 2.952 0.12
H -0.817 -2.654 -0.040 0.05
H 4.513 -0.419 0.839 0.06
H -4.045 -0.059 1.563 0.06
O -3.302 0.419 1.257 -0.01
O -0.775 0.110 2.027 -0.14
H 0.535 -1.109 1.449 0.00
H -2.057 -3.640 -0.208 0.11
H -1.404 2.140 1.939 0.13
O 1.243 3.575 -2.460 -0.06
H 1.229 -0.523 -0.380 0.12
H 1.681 0.620 -1.574 0.12
O 0.739 -2.594 -2.190 -0.05
H 0.969 2.687 0.785 0.12
H 4.337 -1.365 1.939 0.06
H 0.298 -0.621 -1.701 0.18
O -1.437 -3.037 -0.666 -0.04
H -3.182 0.059 0.391 -0.02
H 1.079 -3.341 -2.678 0.06
O 1.294 -1.376 0.970 -0.04
H -0.147 -2.854 -1.927 -0.01

---

41
Properties=species:S:1:pos:R:3:lowdin_charge:R:1 method="wB97M-V/def2-TZVPD" de_lowest_kcal_mol=79.4 smiles="CNC(=O)CN.O.O.O.O.O.O.O.O.O" orbital_gap_ev=9.863
O 2.841 -0.857 3.717 -0.06
O 3.292 -0.499 1.012 -0.05
H 0.245 0.257 -2.105 0.05
N 1.169 0.162 -2.099 0.07
H -3.684 0.075 1.308 0.10
H -3.484 3.697 -1.659 0.07
C 0.736 -2.291 -2.055 -0.13
O -2.950 3.138 1.402 -0.04
H -0.253 1.366 1.311 -0.02
H 3.076 0.435 1.017 0.07
H 1.906 -0.680 3.566 0.03
H 1.383 2.254 -2.082 0.11
C 1.665 -1.085 -1.806 -0.45
O -0.152 2.207 1.684 -0.03
O -3.319 2.776 -1.369 -0.07
H -2.850 1.227 -2.339 0.02
H 2.440 -3.421 1.143 0.09
H 0.569 -2.184 -3.116 0.11
H 2.728 1.585 -2.619 0.07
O -2.308 1.206 -3.157 -0.08
H 3.042 -0.907 0.182 -0.01
H -3.045 2.212 1.599 -0.02
H -0.930 -3.261 2.674 0.01
H -2.208 0.050 2.047 0.02
H 1.249 -3.228 -1.874 0.11
H 2.320 1.403 -0.881 0.06
O -0.771 -2.430 2.286 -0.06
H -1.334 -2.341 -1.699 0.08
H -2.875 2.835 -0.510 0.02
H 0.205 -2.455 2.138 0.00
N -0.499 -1.958 -1.237 0.04
O 2.789 -1.347 -1.407 0.02
H -0.500 -2.431 -0.389 0.01
H -2.256 2.106 -3.411 0.00
H 3.232 -1.009 2.846 -0.01
O -2.883 0.532 1.644 -0.01
O 1.882 -2.681 1.445 -0.03
H -1.067 2.555 1.635 0.01
C 2.005 1.336 -1.894 -0.05
H 2.365 -1.898 1.545 -0.05
H -3.773 3.551 1.509 0.04

---

45
Properties=species:S:1:pos:R:3:lowdin_charge:R:1 method="wB97M-V/def2-TZVPD" de_lowest_kcal_mol=2.1 smiles="NC(N)=O.NC(N)=O.NC(N)=O.O.O.O.O.O.O.O" orbital_gap_ev=10.416
H 2.804 0.275 0.146 0.01
H 1.120 -2.861 -0.546 0.08
H 1.512 2.344 -0.729 0.01
H 0.024 1.428 1.149 0.03
H -2.863 -1.714 -3.245 0.08
H -2.341 1.364 -2.160 0.05
H 0.717 -0.605 -3.276 0.02
O 1.224 3.268 -0.888 -0.04
C 1.734 -2.375 1.268 -0.65
O -4.072 0.272 0.171 -0.03
H -3.173 0.094 0.419 -0.01
O -1.315 -1.300 2.082 -0.06
C -0.871 -0.108 1.986 -0.62
O 0.297 2.930 2.090 -0.10
O 2.991 0.954 -0.557 -0.11
H 0.414 2.983 1.118 0.03
H 0.601 -3.173 2.710 0.09
H -1.254 -1.733 -3.774 0.07
H 0.654 3.218 -1.619 0.01
H 3.114 2.264 1.674 0.03
N -2.185 -1.980 -0.742 0.19
H 3.763 0.549 -1.082 0.10
H 1.530 -1.877 3.277 0.11
H -0.543 1.598 3.048 0.06
H -4.472 0.750 0.874 0.02
N -1.931 -1.945 -3.088 0.17
H -1.418 0.302 3.822 0.08
O 2.443 -1.444 0.859 -0.02
N 1.309 -3.268 0.368 0.17
H -1.785 -2.120 0.199 0.09
H -1.589 0.807 -3.484 -0.01
H 0.598 -3.879 0.674 0.09
N 1.469 -2.649 2.610 0.15
H -0.011 -0.007 0.164 0.09
H 0.962 0.738 -4.019 0.04
H 3.476 3.701 1.508 0.03
N -0.921 0.673 3.084 0.18
O -0.122 -1.946 -1.797 -0.04
H 1.193 3.200 2.449 0.06
N -0.418 0.570 0.886 0.19
O 2.971 3.132 2.021 0.00
C -1.375 -1.924 -1.820 -0.61
H -3.188 -1.884 -0.875 0.11
O -1.640 1.510 -2.842 -0.07
O 0.565 -0.133 -4.113 -0.06

---

43
Properties=species:S:1:pos:R:3:lowdin_charge:R:1 method="wB97M-V/def2-TZVPD" de_lowest_kcal_mol=0.0 smiles="O=C(O)CCSS.O.O.O.O.O.O.O.O.O.O" orbital_gap_ev=9.271
H 1.044 -3.043 -0.182 0.03
O -0.984 -0.826 -2.001 0.11
H -3.719 0.772 0.022 0.01
H -0.822 -1.738 0.281 0.09
O 2.507 1.694 -0.977 -0.07
O -3.252 -3.035 -0.139 -0.04
H 4.057 0.244 2.975 0.06
O 3.433 0.684 2.397 -0.08
O 3.483 -0.636 0.140 -0.07
S -1.193 1.607 3.364 0.34
H 2.615 2.034 2.071 0.01
H -0.105 2.330 3.699 -0.19
H -0.112 1.637 -4.400 0.05
O 0.146 1.065 -3.674 -0.06
H 2.947 2.428 -1.416 0.05
H 3.244 0.006 -0.549 0.03
O 1.986 -2.870 -0.309 -0.04
H -3.862 -2.441 -0.591 0.04
C -0.875 -0.666 0.381 -0.15
C 0.205 -0.092 1.294 -0.54
H 2.355 -3.523 -0.914 0.07
O -3.973 -0.039 -0.482 -0.07
H 0.489 0.917 1.010 0.05
H 2.659 3.540 1.764 0.06
H -3.273 -2.736 0.773 0.05
H -0.529 -2.992 -1.945 0.03
S -0.192 -0.134 3.061 0.46
H -4.738 0.267 -0.980 0.04
H 0.038 1.519 -2.810 0.03
H -1.662 -3.479 -1.100 0.01
H 3.366 0.179 1.536 0.01
H -2.334 2.373 0.488 0.03
H 2.905 -1.414 -0.026 0.01
O 2.156 2.747 1.535 -0.10
O -0.706 -3.608 -1.219 -0.08
H 1.119 -0.688 1.258 0.05
H -0.745 -0.339 -2.822 0.10
H 2.254 2.075 -0.104 0.01
C -0.832 -0.001 -0.961 -0.50
O -0.659 1.187 -1.130 0.07
O -3.285 2.497 0.343 -0.06
H -1.833 -0.442 0.851 0.10
H -3.324 2.943 -0.511 0.06

---

42
Properties=species:S:1:pos:R:3:lowdin_charge:R:1 method="wB97M-V/def2-TZVPD" de_lowest_kcal_mol=68.9 smiles="C=CN=C.O.O.O.O.O.O.O.O.O.O.O" orbital_gap_ev=9.270
O -0.084 -2.428 2.377 -0.07
H 2.563 0.199 0.477 0.00
H 0.640 0.386 2.748 0.04
O -4.644 0.574 0.561 -0.06
C 1.972 1.874 -2.135 0.02
H -3.016 -2.369 1.538 0.07
H -0.753 2.858 -0.055 0.09
O 1.246 -0.302 3.026 -0.04
O -1.802 -1.908 -1.581 -0.06
H 2.777 2.529 -1.849 0.05
H 2.776 2.445 0.793 -0.01
C -0.113 2.138 0.457 -0.04
O 3.214 0.349 1.171 -0.07
H -4.116 1.023 1.226 0.03
H 1.543 -1.937 -0.406 0.02
H 1.929 -0.390 2.330 0.03
H -2.258 -1.189 -2.013 0.04
H -1.784 -0.224 0.630 0.03
H -1.959 0.502 -0.703 0.00
H -1.961 -2.139 -0.642 0.02
N 0.700 1.370 -0.122 -0.02
H -2.346 2.056 -3.089 0.06
C 1.014 1.248 -1.468 -0.25
O -2.075 0.624 0.249 -0.09
H -4.491 -0.359 0.686 0.01
H 0.361 0.573 -2.008 0.10
O 0.769 -2.693 -2.184 -0.08
O -2.264 -1.990 1.076 -0.09
H -1.431 -2.309 1.559 0.02
H -0.133 -2.352 -2.005 -0.01
H -2.024 2.020 -1.510 0.02
H 0.381 -1.674 2.850 0.03
H 2.158 3.743 0.271 0.01
O 2.244 -1.949 0.268 -0.06
O 2.864 3.415 0.839 -0.07
H -0.257 2.066 1.530 0.08
H 0.607 -2.840 1.836 0.05
H 2.066 1.572 -3.182 0.06
H 3.996 -0.201 1.130 0.06
H 0.738 -3.647 -2.086 0.05
O -2.062 1.538 -2.337 -0.03
H 3.016 -2.204 -0.252 0.06

---

47
Properties=species:S:1:pos:R:3:lowdin_charge:R:1 method="wB97M-V/def2-TZVPD" total_charge=-1 orbital_gap_ev=9.058
H 4.073 -1.464 1.786 0.03
O -1.825 -0.003 2.277 -0.05
H -3.895 -1.326 -0.963 -0.18
C -1.180 -2.316 -0.038 -0.18
H 1.424 3.282 0.364 0.01
H 1.273 -2.060 2.472 0.03
H -0.640 2.040 -1.005 0.02
H 4.095 -0.498 0.608 0.04
H 2.758 -1.621 -2.430 -0.01
O 4.351 -1.380 0.866 -0.04
H 2.092 2.051 -1.338 0.03
H -0.196 0.219 -2.338 0.00
C -0.375 -1.012 -0.220 -0.64
O 1.906 -1.401 2.736 -0.05
O 0.529 1.482 2.487 -0.06
H -1.618 -2.219 -2.235 0.06
H -0.536 0.292 -3.869 0.04
H -0.486 -3.124 0.194 0.11
O 0.944 3.830 0.984 -0.05
H -1.633 -3.768 -1.690 0.07
H -1.281 -0.700 1.903 0.01
H 1.937 -0.800 1.984 0.00
H 3.388 -2.553 -0.637 0.01
O 2.467 -2.822 -0.737 -0.10
H 0.615 0.551 2.724 0.02
H -2.597 2.338 2.158 0.00
O -0.962 -0.139 -0.904 -0.06
H -2.682 0.927 -0.135 0.01
O 0.767 -0.962 0.285 -0.04
O -1.167 2.371 -0.273 -0.06
H 2.017 -2.073 -0.284 -0.01
H -1.850 -2.324 0.817 0.09
H 1.790 -0.571 -2.999 -0.02
H 0.654 3.369 1.769 -0.01
C -1.873 -2.768 -1.326 -0.53
H -1.290 2.948 2.474 -0.02
O -2.220 3.143 2.531 -0.05
H -0.150 1.441 1.802 0.00
O -3.495 0.656 0.308 -0.07
H -1.022 3.322 -0.337 0.05
O 0.145 0.497 -3.227 -0.07
H 1.584 2.459 -2.706 0.02
O 1.965 2.817 -1.901 -0.05
H -2.679 -0.054 1.809 0.02
H -4.152 1.346 0.307 0.06
S -3.691 -2.638 -1.142 0.68
O 2.724 -0.790 -2.909 -0.07

---

9
Properties=species:S:1:pos:R:3:lowdin_charge:R:1 method="wB97M-V/def2-TZVPD" de_lowest_kcal_mol=0.0 total_charge=+1 orbital_gap_ev="7.760 / 9.331" s_squared=0.754 spin_multiplicity=2
H -2.307 2.644 0.189 0.04
C -2.308 0.363 0.039 0.00
O 0.415 -1.596 -0.122 -0.04
C 1.630 -1.608 -0.024 -0.46
C -2.279 1.565 0.174 0.00
H -2.348 -0.696 -0.170 0.05
Li 4.276 -0.839 0.102 0.86
Ag 0.470 0.821 -0.203 0.80
O 2.450 -0.654 0.015 -0.25

---

10
Properties=species:S:1:pos:R:3:lowdin_charge:R:1 method="wB97M-V/def2-TZVPD" de_lowest_kcal_mol=39.3 orbital_gap_ev="8.591 / 6.929" s_squared=0.754 spin_multiplicity=2
O 0.076 -0.297 0.665 -0.39
O 2.548 -1.291 -0.569 0.19
H -1.793 -1.203 0.619 0.12
C 2.081 -0.343 -0.057 -0.41
O -1.406 1.738 -0.160 -0.15
C -1.952 0.623 -0.456 0.02
O 2.152 0.861 0.124 -0.03
H -0.921 -1.176 -0.929 0.12
Ag 0.342 1.674 0.778 0.84
C -1.126 -0.585 -0.015 -0.33

---

8
Properties=species:S:1:pos:R:3:lowdin_charge:R:1 method="wB97M-V/def2-TZVPD" de_lowest_kcal_mol=0.0 total_charge=+2 orbital_gap_ev="8.730 / 8.729"
H -1.952 -0.854 0.167 0.24
Be 2.702 0.008 0.058 1.06
O -1.124 -0.414 -0.125 0.17
C 1.345 -0.176 0.008 -0.05
C 0.506 -1.147 -0.077 0.21
C -0.979 0.898 -0.058 0.01
O 0.147 1.325 0.030 0.21
H 0.234 -2.170 0.146 0.16

---

8
Properties=species:S:1:pos:R:3:lowdin_charge:R:1 method="wB97M-V/def2-TZVPD" de_lowest_kcal_mol=122.8 orbital_gap_ev=8.148
C 2.056 0.266 1.441 -0.13
H 3.016 0.624 1.921 0.03
Br -2.088 1.403 0.197 0.76
Br -1.391 -1.856 0.096 0.70
H -0.765 -0.709 -2.244 0.06
C -1.032 -0.032 -0.451 -1.20
O -0.847 0.072 -1.774 -0.09
C 1.050 0.231 0.814 -0.13

---

9
Properties=species:S:1:pos:R:3:lowdin_charge:R:1 method="wB97M-V/def2-TZVPD" de_lowest_kcal_mol=31.4 orbital_gap_ev=10.448
C 1.230 0.542 -0.887 -0.07
C -0.965 -0.830 0.434 -1.69
Cl -2.475 -0.184 1.056 0.53
H 1.497 -0.263 -1.490 0.03
Cl -1.271 -1.751 -0.964 0.61
Cl -0.042 -1.602 1.690 0.58
H 1.936 1.430 -1.054 0.09
Br -0.181 2.056 1.158 0.70
C 0.272 0.602 0.056 -0.78

---

9
Properties=species:S:1:pos:R:3:lowdin_charge:R:1 method="wB97M-V/def2-TZVPD" de_lowest_kcal_mol=0.0 smiles="ClCC(Br)=C(Cl)Cl" orbital_gap_ev=9.793
Cl 1.700 2.752 -0.024 0.66
Cl 4.094 1.126 0.057 0.67
C 2.417 1.181 -0.069 -1.21
H -0.469 0.780 0.168 0.08
H -0.155 -1.009 0.147 0.00
C 0.236 -0.075 0.375 -0.64
C 1.704 0.054 0.064 -0.85
Cl 0.007 -0.245 2.149 0.54
Br 2.403 -1.707 0.099 0.77

---

9
Properties=species:S:1:pos:R:3:lowdin_charge:R:1 method="wB97M-V/def2-TZVPD" de_lowest_kcal_mol=44.7 orbital_gap_ev="8.111 / 8.109"
Cl 1.464 2.159 -0.939 0.60
Cl -2.219 -0.013 -0.478 0.65
C 0.178 1.334 -0.018 -1.39
C -0.653 0.462 -0.884 -0.65
Cl 2.124 -0.560 0.497 0.66
C 0.725 0.296 0.885 -0.65
H 0.094 -0.133 1.645 0.07
Br -0.901 2.674 0.965 0.66
H -0.142 -0.122 -1.629 0.07

---

9
Properties=species:S:1:pos:R:3:lowdin_charge:R:1 method="wB97M-V/def2-TZVPD" de_lowest_kcal_mol=30.3 smiles=Cl[C@@H]1[C@@H](Cl)C1(Cl)Br orbital_gap_ev=9.510
Cl 0.404 -1.898 1.475 0.64
C -0.840 0.036 -0.471 -0.72
Cl 1.445 -0.969 -1.548 0.57
C 0.202 -0.274 0.987 -0.65
Br 1.165 2.022 -0.773 0.68
H 0.241 0.300 1.903 0.08
C 0.575 0.184 -0.456 -1.28
Cl -1.799 1.458 -0.541 0.62
H -1.393 -0.859 -0.578 0.08

---

9
Properties=species:S:1:pos:R:3:lowdin_charge:R:1 method="wB97M-V/def2-TZVPD" de_lowest_kcal_mol=93.2 orbital_gap_ev="8.771 / 8.232"
H -1.539 1.382 -0.515 0.07
Br -0.803 -1.785 1.690 0.68
F 1.821 0.091 -1.803 0.06
Cl 2.496 -1.330 0.242 0.65
F 2.021 1.248 0.021 0.02
C -1.809 0.440 -0.003 -0.14
H -2.919 0.146 0.179 0.10
C -0.964 -0.235 0.687 -0.67
C 1.697 0.041 -0.497 -0.77

---

9
Properties=species:S:1:pos:R:3:lowdin_charge:R:1 method="wB97M-V/def2-TZVPD" de_lowest_kcal_mol=85.8 orbital_gap_ev="9.070 / 6.066"
H 1.448 -1.100 0.507 0.07
Cl -0.589 1.064 2.093 0.76
H 1.686 0.040 -0.723 0.17
F -1.231 -1.788 0.351 0.12
Br -0.010 3.096 -1.168 0.01
F -1.253 -0.611 -1.472 0.09
C 0.850 -0.407 0.032 -0.05
C -0.692 -0.722 -0.235 -0.49
C -0.210 0.427 0.615 -0.68

---

9
Properties=species:S:1:pos:R:3:lowdin_charge:R:1 method="wB97M-V/def2-TZVPD" de_lowest_kcal_mol=47.9 smiles="O=C1CC(=O)N1Br" orbital_gap_ev=7.811
O 1.461 -2.213 -0.141 0.14
N 2.264 -0.027 -0.106 -0.04
C 1.449 -1.042 0.071 -0.51
H -0.450 -0.002 -0.775 0.17
C 0.272 -0.013 0.139 0.08
Br 4.580 0.045 0.009 0.40
H -0.196 0.069 1.032 0.08
O 1.546 2.214 -0.088 0.17
C 1.439 1.056 -0.074 -0.48